(1)
69
Properties=species:S:1:pos:R:3:forces:R:3 method="wB97M-V/def2-TZVPD" lumo_energy_ev="2.14 / 2.09" homo_lumo_gap_ev="6.78 / 6.73" homo_energy_ev="-4.65 / -4.65" multiplicity=3 charge=-1
Ga 5.62249 2.77988 -5.00485 0.0844 -0.2886 -0.3961
S 3.48763 1.63640 -2.23386 -0.1275 0.1061 -0.0092
S 7.66529 5.48091 -3.52821 0.0829 -0.1053 0.0250
P 7.37855 3.50450 -3.56826 -0.2804 0.6092 -0.1129
P 3.77085 3.12486 -3.54678 0.3585 -0.5966 0.3122
O -2.67893 1.87453 -0.62879 0.0176 -0.2736 0.1700
O -1.77033 -4.83221 -0.90270 -0.2600 -0.0319 0.1548
N -1.75028 1.91841 0.25520 -0.0137 0.6060 -0.3377
N -1.77451 -4.32473 0.27499 0.6028 0.1030 -0.3017
C -0.36205 1.93422 -0.32144 0.2942 -0.3141 0.1983
C -2.27966 -2.20406 1.54479 -0.0052 -0.0951 0.0368
C -2.05715 2.85398 1.38721 0.0367 -0.1961 0.2542
C -2.50313 -2.30204 -0.89720 0.0192 0.0349 -0.1589
C -1.04774 -6.56701 0.91114 0.0439 -0.1256 -0.0352
C -0.34237 1.07616 -1.57078 -0.0173 -0.1037 -0.3681
C 0.51971 -4.63122 1.10709 0.1705 0.0666 -0.0552
C -1.31839 2.46927 2.67328 0.0372 -0.0675 -0.0455
C -3.54777 2.76479 1.67530 -0.1266 0.0764 0.0021
C 0.66639 1.34106 0.66402 0.0015 -0.0982 0.0538
C -1.43135 -4.89909 2.70241 -0.0696 0.0294 -0.0570
C -0.24425 4.37457 0.43092 -0.0380 -0.0729 0.0217
C -1.68660 -2.82566 0.27387 -0.2959 0.1933 0.2511
C 0.69002 -3.11479 1.15286 -0.0896 -0.0190 0.0059
C -1.67719 4.27242 0.95400 0.0930 0.1393 -0.1147
C -0.93375 -5.08976 1.25564 -0.2270 -0.0406 0.2661
C -0.21696 -2.43073 0.13150 0.2829 -0.0737 -0.0102
C 0.00327 3.37143 -0.69285 -0.0419 0.2480 -0.0324
H 0.13180 -2.68316 -0.87450 -0.1009 -0.0482 -0.0201
H -1.70558 3.08143 3.48852 -0.0362 0.0123 0.0051
H -0.46241 -7.13271 1.63742 -0.0017 -0.0191 0.0185
H -0.06673 5.38382 0.05543 0.0188 0.0210 0.0197
H 0.48955 -2.73521 2.15897 -0.0265 -0.0035 0.0017
H 1.05084 3.37477 -1.00319 0.0201 -0.0047 -0.0101
H -2.50436 -1.21216 -0.86545 -0.0198 0.0293 0.0051
H -3.83573 1.73878 1.90796 0.0037 -0.0181 0.0041
H -1.49828 1.42195 2.92027 -0.0095 -0.0106 0.0135
H -1.32178 -5.83473 3.24960 0.0600 -0.0212 -0.0014
H -0.99012 1.45666 -2.35732 -0.0954 0.0433 0.0998
H -4.14266 3.10062 0.83087 0.0099 -0.0176 -0.0261
H -0.24629 2.63074 2.62778 0.0051 -0.0009 -0.0226
H -0.67093 -6.78020 -0.08443 -0.0224 0.0198 -0.0280
H -3.77358 3.39332 2.53799 -0.0078 0.0057 0.0248
H -2.08554 -6.89911 0.96429 -0.0090 0.0042 0.0098
H -0.59115 3.66311 -1.56470 -0.0458 -0.0403 0.0127
H 5.75729 1.23258 -5.30454 -0.0554 0.0106 0.1340
H 0.19365 0.67601 1.38716 -0.0156 -0.0057 -0.0074
H 0.47009 4.22544 1.24498 0.0008 -0.0276 0.0052
H 1.72862 -2.86108 0.93600 0.0184 0.0120 0.0191
H -3.29347 -2.56884 1.71537 -0.0184 0.0085 -0.0026
H -2.32783 -1.12381 1.40027 -0.0088 0.0217 -0.0382
H 2.59254 3.45600 -4.23878 -0.0971 0.1564 -0.0223
H -0.14043 -1.34808 0.22683 0.0075 0.0316 0.0019
H 0.90371 -5.00109 0.15178 -0.0612 -0.0085 -0.0276
H 1.39921 0.75831 0.10818 0.0268 0.0543 -0.0708
H -2.36907 4.59326 0.16906 -0.0157 -0.0679 -0.0139
H 8.56047 2.79058 -3.83900 0.0865 -0.1149 0.0309
H -1.69311 -2.38422 2.44126 0.0125 -0.0129 -0.0091
H -1.82676 4.94038 1.80656 -0.0064 0.0347 0.0041
H -0.63886 0.04995 -1.35480 -0.0230 0.0047 0.0179
H 5.55948 3.68636 -6.29051 -0.0003 0.1529 0.0808
H 1.10782 -5.11009 1.89461 0.0327 -0.0067 0.0035
H 0.67887 1.06747 -1.95134 0.0697 -0.0043 0.0044
H -0.87207 -4.14024 3.24675 -0.0159 0.0443 -0.0210
H 1.23380 2.09713 1.20499 -0.0827 0.0480 0.0454
H 7.12213 3.02564 -2.27323 0.0499 -0.2257 0.0909
H -2.09451 -2.62346 -1.85128 0.0056 -0.0253 0.0063
H -3.53461 -2.65037 -0.83199 -0.0126 -0.0138 0.0082
H -2.48563 -4.62982 2.72568 -0.0273 -0.0331 -0.0044
H 4.00980 4.31797 -2.85201 -0.1450 0.3053 -0.0587

(2)
30
Properties=species:S:1:pos:R:3:forces:R:3 method="wB97M-V/def2-TZVPD" lumo_energy_ev=0.85 de_lowest_ev=0.5940 smiles=Cc1ccccc1.Cc1ccccc1 homo_lumo_gap_ev=9.87 homo_energy_ev=-9.02
C 1.41838 -0.79397 -1.75640 -0.0897 0.2279 0.1130
C 3.05359 -3.13785 0.75919 0.2104 0.8943 0.6720
C 3.08501 -2.99720 -1.72857 0.2114 0.1274 0.5193
C -3.62550 1.79386 1.22009 -0.2713 0.4066 0.7867
C -1.37487 2.55224 1.04623 0.4659 0.4045 0.2899
C 1.80804 -1.36368 -0.54238 -0.6097 -0.0728 0.0894
C -3.76004 1.91201 -0.15312 0.1374 -0.3415 0.3544
C 2.56745 -2.51379 -0.52067 1.0944 0.0341 -0.3033
C -2.18419 1.81888 3.29538 -0.8212 0.9733 0.5674
C 2.87781 -2.32020 -2.90754 -0.7573 -0.1505 -0.0662
C -2.73853 2.48470 -0.89207 -0.6987 -0.3712 -0.0099
C 1.96159 -1.26156 -2.92873 0.5904 -0.3457 -0.2639
C -2.42855 2.11836 1.84582 0.5429 -0.6922 -0.5951
C -1.54483 2.85625 -0.29013 -0.8973 -0.3706 -0.7610
H -4.60364 1.45766 -0.64925 -0.3277 0.3604 -0.0578
H -1.45252 2.50282 3.71660 0.5194 -0.2517 -0.1087
H 4.14550 -3.18544 0.85602 -0.0976 -0.2810 -0.6376
H 3.34023 -2.65275 -3.82190 0.0658 -0.0746 -0.1567
H -2.93957 2.56400 -1.94845 0.4204 0.2892 -0.2415
H 1.71432 -0.80892 -3.87415 -0.0837 0.1678 -0.1252
H 3.72546 -3.86408 -1.64585 0.1373 -0.0829 -0.3557
H -1.94513 0.78222 3.51038 0.1995 -0.0795 -0.1102
H 2.64151 -4.12516 0.92610 -0.1177 -0.1474 0.1800
H 0.70704 0.02559 -1.81932 0.1589 -0.0336 0.3112
H 1.48413 -0.95329 0.40469 -0.1884 0.1304 -0.0177
H 2.83469 -2.45662 1.58972 -0.5442 -0.3783 0.0510
H -0.40119 2.63825 1.50389 0.1640 0.3507 0.0832
H -4.44739 1.53015 1.88746 0.0091 -0.3745 -0.4637
H -0.84722 3.31788 -0.96698 0.7323 0.0029 0.4014
H -3.07157 2.07964 3.88393 -0.1550 -0.3216 -0.1445

(3)
117
Properties=species:S:1:pos:R:3:forces:R:3 method="wB97M-V/def2-TZVPD" lumo_energy_ev=-3.29 de_lowest_ev=0.0000 homo_lumo_gap_ev=6.11 homo_energy_ev=-9.40 charge=+1
Co -2.84306 -1.34127 -3.20197 -0.2433 0.5777 -1.0954
Co -0.54089 -0.63657 -2.58597 2.1848 0.1618 -0.8967
P 0.19401 1.18047 -3.56041 0.8825 1.0384 -0.7650
O -0.42710 -2.06663 -5.14462 -0.4033 1.2133 2.2236
O -5.64536 -0.59865 -3.10520 1.7195 -0.6633 0.0826
O 1.80435 -1.89465 -1.42950 -1.8773 1.1718 -1.5866
O -0.15400 0.77276 2.79724 -0.5945 -0.4915 -0.5342
O -3.54620 -1.32198 -6.04904 0.4663 -0.2444 2.4923
O -2.67388 -4.02726 -2.21294 -0.3007 1.6246 -0.5811
N 0.84871 -3.61801 2.61477 0.2651 1.3450 0.9289
N 1.46540 -1.47010 2.38434 -0.7169 -2.0591 0.9178
N -0.26387 -2.77258 2.69731 1.6313 0.6273 -0.9922
C -2.25227 -0.64649 2.38786 0.3988 0.8622 -0.5838
C 0.94523 -1.38455 -2.03391 2.0966 -1.2873 2.0699
C 4.02881 0.93093 -2.13253 -0.1900 -0.0180 -0.0833
C -2.75683 -2.94545 -2.61253 0.6991 -3.9847 1.5951
C -2.51623 1.73276 0.37209 -0.9888 -0.2012 -0.0828
C -1.29390 -3.33584 3.50099 -0.8552 -0.9101 1.0656
C -1.77325 -2.65950 4.63104 -0.0421 0.2253 -0.3886
C 2.95190 1.38252 4.22610 -0.3761 -0.1144 -0.6047
C 0.74328 1.07607 -5.31195 -0.0996 0.0311 -0.2470
C -1.05296 -0.31278 -0.83419 -1.3469 -1.7340 -1.6293
C 1.88266 -2.82084 2.56442 -0.8983 0.8580 -0.3270
C -4.87278 -1.59355 2.66638 -0.1060 -0.3143 -0.1651
C 4.04051 1.15468 2.05869 -0.3952 0.0159 -0.0262
C 2.84331 0.70940 -2.83297 0.1475 0.2555 0.1869
C -1.57752 -4.69645 3.33968 -0.4985 0.1886 0.0099
C -1.13409 1.67259 0.48278 0.1986 -0.0733 0.0723
C -4.52452 -0.87804 -3.09615 -2.2188 1.3492 0.6215
C -0.68199 2.80306 -3.64812 -0.4539 0.2903 0.3996
C -2.11451 -0.32733 -1.69942 -1.4221 1.3598 1.9072
C -2.02235 5.27822 -3.78752 0.0941 -0.1626 0.1312
C -2.81485 -1.47227 1.42891 -0.3141 -0.3456 -0.3098
C 3.84818 1.85420 3.25634 0.2953 -0.0652 -0.0034
C 3.60695 -4.57361 2.38804 -0.1154 0.5078 0.0763
C 1.37761 1.06606 -8.04937 -0.0801 -0.0312 0.2673
C -0.40164 2.85785 0.65053 -0.5198 -0.1578 0.0727
C -0.77022 -0.30502 2.02847 -2.1035 1.2463 1.9150
C -0.59163 0.23468 0.45572 2.2425 -0.1391 1.6094
C -2.70656 -3.26581 5.47112 0.1883 -0.3067 -0.2899
C 4.86684 -5.10082 2.67578 0.0157 0.3101 0.0722
C 1.91442 2.76647 -1.93882 0.1256 -0.2962 0.0033
C 4.21425 -2.50561 3.50444 -0.4500 0.0060 -0.2881
C 5.80261 -4.33213 3.39045 -0.3122 0.1474 -0.3275
C 2.34036 1.42549 -7.10425 -0.1566 0.0422 0.0883
C 4.16601 2.07916 -1.34936 -0.1547 0.0483 0.0004
C -3.26712 -1.34854 -4.92231 0.1273 0.4137 -3.0556
C -0.22254 0.69692 -6.26003 0.3054 0.1834 -0.2009
C -1.10793 4.06902 0.78090 0.0748 -0.0575 0.1928
C -4.35621 -0.68761 3.58996 0.3307 -0.1038 0.3456
C 2.01568 1.48219 -5.74549 -0.2256 -0.2944 -0.2249
C 3.25181 -3.25948 2.79405 1.5744 -1.0594 0.0625
C 5.47540 -3.02964 3.78523 -0.0728 -0.2735 -0.2244
C -2.46733 -5.32657 4.21986 0.4287 0.3536 -0.3288
C -2.51179 4.08994 0.74291 -0.2273 0.1244 -0.1569
C -0.26232 3.80203 -4.54443 -0.2097 -0.1160 -0.1546
C 1.77589 1.61938 -2.73377 0.1137 0.0382 0.3152
C 2.30538 -0.36014 2.70634 0.0480 0.9158 -0.6015
C -3.23101 2.92106 0.48379 0.5085 -0.1293 0.3469
C 3.22053 0.06130 1.76195 0.2291 0.0664 0.1332
C 2.15866 0.26792 3.93139 0.5534 0.3280 0.7148
C -0.70712 -1.51030 -4.15047 -0.1694 -1.4477 -1.6710
C -0.94141 5.01881 -4.63687 0.0220 -0.1589 0.2414
C -3.05279 -0.19249 3.45234 -0.0266 -0.2781 -0.0783
C 0.09674 -1.49036 2.44700 0.3420 -0.7534 -0.6629
C -1.76608 3.08045 -2.79692 0.1226 -0.1128 -0.0459
C -4.11223 -1.94907 1.54483 -0.0424 -0.0482 0.3722
C -0.81403 1.73234 3.65430 0.2823 0.1152 -0.1280
C 3.11448 2.99472 -1.25588 0.0264 -0.1484 0.0063
C -2.42700 4.31134 -2.85971 0.0587 0.1500 -0.1748
C 0.08957 0.72221 -7.62264 0.0319 -0.0055 0.1587
C -3.04646 -4.60737 5.27059 0.0631 0.0623 -0.1788
H 1.45521 -0.11006 4.67528 0.1438 0.0813 -0.2895
H -1.22967 0.40527 -5.93845 0.4170 0.1743 -0.1662
H 0.68643 2.80055 0.70965 -0.2819 0.1668 0.0354
H -3.26922 4.52266 -2.19055 0.3864 -0.1605 -0.2722
H 6.79854 -4.73075 3.59352 -0.3464 0.1024 -0.0353
H 6.21708 -2.39709 4.27908 -0.3066 -0.2936 -0.0484
H -1.09672 -5.25587 2.53896 -0.2117 0.1524 0.1621
H 4.77853 1.46632 1.31814 -0.2633 0.0416 0.3608
H -1.80460 2.07492 3.28165 0.8320 -0.2118 0.1907
H 3.35486 1.67514 -7.41187 -0.2679 0.0360 -0.0098
H 3.96424 -1.49531 3.82171 0.3006 -0.3999 0.0542
H -0.85740 1.34504 4.68662 -0.3583 -0.0788 -0.3672
H 5.13501 -6.10026 2.31335 -0.1702 0.4476 0.2452
H 0.52274 0.08047 0.51573 -0.6670 1.2035 -0.7407
H -0.67834 0.46369 -8.35219 0.2229 0.0272 0.1873
H -4.48849 -2.62391 0.77720 -0.0734 0.1445 0.2592
H -3.08362 5.01470 0.89623 0.5257 -0.2720 -0.1111
H 5.09652 2.25418 -0.80624 -0.2543 0.0122 -0.2033
H -2.08603 2.32943 -2.06762 0.1090 0.3271 -0.3649
H 2.87027 -5.14999 1.82687 0.2696 0.0491 0.1654
H 1.62818 1.06060 -9.11328 -0.1076 -0.0288 0.3838
H -5.84609 -2.07135 2.83392 0.3522 0.4167 -0.1405
H -2.70270 0.48110 4.23521 -0.0357 -0.4081 -0.4140
H 1.07769 3.46308 -1.83092 0.3328 -0.2001 -0.1200
H -3.74540 -5.09856 5.94411 0.1202 0.1134 -0.1511
H -0.62344 5.76367 -5.37274 -0.0948 -0.2811 0.3223
H -1.43681 -1.64173 4.83959 -0.1126 -0.3491 -0.0970
H 2.76082 -0.17020 -3.47868 -0.0153 0.2828 0.2622
H -0.56909 5.01244 0.96485 -0.2384 -0.5991 -0.1750
H -2.66903 -6.38510 4.04575 -0.0817 0.3562 0.2584
H 2.75906 1.84517 -5.03494 -0.2207 -0.1889 -0.2439
H -3.06509 0.80645 0.14238 0.2693 0.7431 0.6430
H 4.83401 0.19390 -2.19190 -0.2091 0.3234 -0.0331
H -4.32325 2.88689 0.41763 0.4492 0.2331 0.0214
H -0.10389 2.57484 3.72608 -0.4055 -0.2488 -0.4147
H 4.41078 2.77676 3.44147 -0.1308 -0.4935 -0.0176
H -2.88518 0.42753 -1.57374 0.1945 0.1875 -0.2947
H -2.53412 6.24351 -3.83605 0.1237 -0.3882 -0.0157
H -2.22108 -1.72797 0.54818 -0.3219 -0.1995 0.3588
H -3.15654 -2.68396 6.27691 0.2373 -0.2662 -0.1423
H 3.22291 3.88400 -0.63111 -0.0284 -0.2349 -0.2142
H -4.90748 -0.42431 4.50910 0.1581 -0.0926 -0.7422
H 2.80796 1.92347 5.16409 0.1355 -0.2456 -0.2933
H 0.57571 3.60863 -5.21298 -0.2029 0.0781 0.1458
H 3.28305 -0.49963 0.83033 0.1394 0.2730 0.0576

(4)
17
Properties=species:S:1:pos:R:3:forces:R:3 method="wB97M-V/def2-TZVPD" lumo_energy_ev="0.34 / 0.22" de_lowest_ev=2.7656 homo_lumo_gap_ev="3.06 / 8.75" homo_energy_ev="-2.72 / -8.53" multiplicity=2
O 1.62427 -0.44268 1.53594 3.7604 1.5146 0.6434
O -0.09445 -1.68376 2.40804 -1.3766 -2.3217 4.0928
N -0.06710 0.97207 0.13784 0.6477 2.5832 -0.2024
C -0.36621 -0.51119 0.33220 -0.0491 -1.0924 2.2937
C -0.71601 1.61052 -1.05898 0.9411 0.4808 -1.5564
C 0.44295 -1.06261 1.54286 -2.5054 1.6097 -4.9192
C -0.00726 -1.26455 -0.92667 -0.6266 -1.0326 0.1629
H -1.46570 -0.48130 0.59715 1.1115 -0.6471 -0.4084
H -1.12201 2.63627 -1.02064 -0.4922 -0.7773 1.0930
H 2.18028 -0.59780 2.32244 -0.7097 -0.2427 -0.3486
H -0.31484 1.51806 0.98357 0.1477 -0.6396 -0.0709
H 0.10885 1.84466 -1.74923 -0.3100 -0.7527 -0.2832
H -0.21598 -2.34600 -0.73345 0.1767 0.9777 -0.1824
H -1.36708 0.83903 -1.47005 -0.1621 0.7370 -0.1253
H 0.95405 1.11942 0.01484 -0.6655 -0.5027 0.5318
H 1.05361 -1.17770 -1.15067 0.1047 0.1015 -0.0703
H -0.62736 -0.97245 -1.76517 0.0074 0.0042 -0.6506

no.,total energy (Eh)
1,-4374.85874
2,-543.05104
3,-6035.61573
4,-363.48668